Computed, not measured: a molecular structure, C5H12O2, with the ωB97M-V functional and the def2-TZVPD basis.

Each line ends with the Löwdin charge.
CARTESIAN COORDINATES (ANGSTROEM)
C (2.260, 0.401, 1.089)  -0.1024
C (1.099, 0.688, 0.146)  -0.2342
C (0.239, -0.503, -0.137)  -0.0919
O (-0.414, -0.847, 1.665)  -0.1691
C (-1.082, -0.429, -0.659)  -0.4557
C (-1.632, 0.855, -1.254)  -0.0467
O (-1.443, -1.583, -1.401)  -0.0347
H (1.868, 0.071, 2.055)  0.0682
H (2.914, -0.386, 0.693)  0.0774
H (2.867, 1.300, 1.240)  0.0724
H (0.477, 1.495, 0.546)  0.1164
H (1.473, 1.045, -0.827)  0.1328
H (0.756, -1.459, -0.287)  0.1481
H (-0.414, -1.805, 1.831)  0.0500
H (-1.238, -0.624, 0.717)  0.1440
H (-1.289, 1.014, -2.291)  0.0863
H (-2.727, 0.823, -1.283)  0.0750
H (-1.351, 1.729, -0.661)  0.0710
H (-2.362, -1.786, -1.183)  0.0928

Cartesian forces, eV/Å:
0.0559 -0.0400 0.0571
-0.1059 0.0190 0.0404
-0.0046 -0.1274 -0.2954
-0.0917 -0.3430 -0.0035
0.2650 0.4347 -0.1316
-0.0014 0.0485 -0.0754
-0.2773 -0.1305 0.1455
0.0949 0.0596 -0.1456
-0.1236 0.1352 0.0511
-0.0677 -0.1310 -0.0180
0.0796 -0.1182 -0.0462
-0.0780 -0.0979 0.0780
-0.1578 0.3154 0.1471
0.0392 0.2211 0.0616
0.0828 0.0327 -0.0212
-0.0225 -0.1127 0.3018
0.1547 -0.0170 0.0383
-0.0395 -0.1095 -0.0648
0.1978 -0.0391 -0.1189

Summary:
Calculated total energy = -9471.4078 eV
Multiplicity = 1
F_max = 0.53 eV/A
LUMO energy = 0.8 eV
HOMO-LUMO gap = 8.83 eV
ΔE to the lowest compared entry with this formula, charge and spin = 359.69 kJ/mol